A cluster of 2 separate species, C5H12N3 in total in a non-equilibrium geometry. Source: the OMol25 dataset; level of theory: ωB97M-V with the def2-TZVPD basis set.

Calculated values
LUMO energy: -4.17 eV
2S+1: 1
net charge: +1
gap between HOMO and LUMO: 9.948 eV
energy above the lowest of the compared OMol25 structures with the same formula, charge and spin: 2.3610 eV
HOMO: -14.1 eV

Geometry as XYZ:
```
20
Properties=species:S:1:pos:R:3:forces:R:3
C 2.11943 -0.88089 0.11855 -0.8 2.1 -1.6
C 0.90455 -1.33296 0.74114 -0.3 0.3 3.1
C 0.02423 -0.09033 0.74282 -0.5 -1.7 0.1
C -1.44610 -0.13126 1.15006 1.8 1.8 -0.5
C 0.58897 2.22734 -0.11121 -1.1 1.0 3.5
N 1.96713 0.33689 -0.24362 1.9 0.4 0.2
N 0.77248 0.83021 0.25561 0.2 0.1 -1.8
N -1.31062 -0.84813 -1.81114 0.7 -2.1 0.6
H 3.00367 -1.28944 -0.28322 0.8 -1.2 0.2
H 0.47279 -2.21365 0.36448 -0.7 -1.0 -0.7
H 1.13230 -1.59306 1.82175 -0.4 0.2 -0.7
H -1.96973 0.66990 0.60076 0.0 -0.5 0.3
H -1.52128 0.07639 2.21274 -0.2 -0.2 0.2
H -1.75791 -1.11450 0.87487 -0.6 -0.4 0.1
H 1.45662 2.73121 -0.43363 1.4 -0.5 -0.8
H -0.21150 2.44228 -0.79001 -0.6 -0.3 -0.1
H 0.47801 2.70793 0.90495 -0.7 0.0 -1.2
H -2.03015 -1.56096 -1.57834 1.0 0.3 -0.9
H -0.86822 -0.94991 -2.72611 -0.6 -0.4 0.4
H -1.80467 -0.01708 -1.81047 -1.1 2.2 -0.2
```
Positions in Å, forces in eV/Å.